(1)
ORCA calculation (wB97M-V/def2-TZVPD) on an isolated molecule of C31H35BrNO7P.

Geometry (Å):
C -4.119 1.768 -3.943
C -3.873 1.150 -2.947
C -3.574 0.292 -1.839
C -4.377 -0.825 -1.639
C -4.132 -1.711 -0.609
C -5.052 -2.899 -0.495
C -4.483 -4.253 -0.862
O -5.066 -5.270 -0.741
Br -2.680 -4.295 -1.646
C -3.062 -1.514 0.274
C -2.817 -2.475 1.413
C -3.382 -2.048 2.772
C -3.046 -3.128 3.813
C -4.901 -1.862 2.774
C -2.243 -0.406 0.047
C -2.503 0.497 -0.984
C -1.618 1.684 -1.133
O -2.074 2.739 -1.510
C -0.178 1.488 -0.808
C 0.834 2.203 -1.468
P 0.399 3.467 -2.725
O 1.521 4.322 -3.197
C 2.161 1.929 -1.126
C 3.317 2.672 -1.771
C 3.640 4.000 -1.056
O 2.793 4.133 0.118
C 3.403 4.564 1.240
C 3.033 3.798 2.473
O 4.176 5.484 1.258
C 2.458 0.980 -0.128
C 3.906 0.745 0.244
C 4.688 -0.224 -0.685
C 3.984 -0.678 -1.955
O 4.731 -1.749 -2.552
C 1.444 0.298 0.532
C 1.729 -0.750 1.583
N 1.254 -2.059 1.119
C 2.156 -2.718 0.171
C 0.112 0.569 0.186
C -1.036 -0.112 0.881
O -1.001 -0.390 2.056
H -4.339 2.255 -4.860
H -5.203 -0.976 -2.318
H -5.896 -2.767 -1.171
H -5.463 -2.956 0.508
H -1.739 -2.595 1.512
H -3.203 -3.471 1.191
H -2.953 -1.112 3.110
H -2.052 -3.544 3.672
H -3.146 -2.704 4.811
H -3.788 -3.926 3.757
H -5.218 -1.651 3.796
H -5.410 -2.783 2.489
H -5.226 -1.017 2.168
H -0.649 4.232 -2.226
H -0.175 2.731 -3.783
H 4.210 2.060 -1.731
H 3.110 2.863 -2.814
H 4.670 4.018 -0.710
H 3.428 4.842 -1.702
H 2.028 3.384 2.425
H 3.101 4.460 3.331
H 3.746 2.989 2.627
H 3.994 0.446 1.281
H 4.382 1.721 0.189
H 4.971 -1.105 -0.111
H 5.629 0.244 -0.978
H 3.002 -1.092 -1.747
H 3.917 0.128 -2.682
H 5.381 -1.370 -3.151
H 2.793 -0.799 1.819
H 1.205 -0.509 2.497
H 1.180 -2.664 1.925
H 1.775 -2.674 -0.850
H 2.248 -3.774 0.417
H 3.167 -2.301 0.177

LUMO level ... -1.0 eV
SMILES ... C#Cc1cc(CC(=O)Br)c(CC(C)C)c2c1C(=O)c1c([PH2]=O)c(CCOC(C)=O)c(CCCO)c(CNC)c1C2=O

---

(2)
ORCA calculation (wB97M-V/def2-TZVPD) on a structure of composition C31H35ClN2ScSi2 in a non-equilibrium geometry.

Geometry (Å):
C -1.089 -0.745 5.739
C -2.042 -0.302 4.747
C -2.042 -1.260 3.675
H -2.689 0.557 4.836
C -1.085 -2.293 3.989
C -0.493 -1.969 5.263
H 0.228 -2.577 5.805
H -0.901 -0.277 6.688
H -2.660 -1.214 2.784
H -0.854 -3.146 3.389
Sc 0.079 -0.289 3.764
Si 1.033 -0.112 -2.423
C 1.025 1.442 -3.503
C 2.112 1.827 -4.303
H 3.052 1.292 -4.248
C 1.937 2.875 -5.232
H 2.759 3.079 -5.934
C 0.749 3.595 -5.334
H 0.598 4.369 -6.117
C -0.310 3.227 -4.482
H -1.262 3.725 -4.559
C -0.172 2.147 -3.606
H -1.027 1.806 -3.024
C 1.371 -1.419 -3.739
C 0.583 -1.405 -4.907
H -0.052 -0.536 -5.162
C 0.482 -2.580 -5.692
H -0.204 -2.544 -6.535
C 1.186 -3.729 -5.410
H 1.086 -4.641 -6.028
C 2.083 -3.681 -4.313
H 2.701 -4.547 -4.104
C 2.175 -2.562 -3.484
H 2.824 -2.617 -2.593
H -0.405 -0.302 -2.119
Si 0.384 0.029 0.426
C -0.374 -1.666 0.171
C -1.597 -1.754 -0.541
H -2.038 -0.839 -0.937
C -2.177 -2.987 -0.827
H -3.043 -3.018 -1.480
C -1.608 -4.160 -0.280
H -2.098 -5.122 -0.459
C -0.431 -4.081 0.487
H 0.052 -4.997 0.911
C 0.182 -2.840 0.712
H 1.115 -2.773 1.290
C -0.915 1.457 0.419
C -2.239 1.566 0.869
H -2.640 0.778 1.519
C -3.053 2.611 0.437
H -4.134 2.659 0.737
C -2.565 3.592 -0.413
H -3.190 4.381 -0.816
C -1.198 3.569 -0.812
H -0.803 4.290 -1.511
C -0.394 2.537 -0.310
H 0.671 2.494 -0.621
H 1.667 -0.029 -1.079
Cl 2.162 0.411 1.411
N 0.033 1.864 4.071
C 1.385 2.423 4.485
C 2.131 1.459 5.328
N 1.997 0.010 4.825
H -0.317 2.339 3.226
H -0.640 2.100 4.800
H 1.930 2.736 3.590
H 1.195 3.342 5.073
H 3.203 1.700 5.312
H 1.802 1.496 6.387
H 2.726 -0.178 4.190
H 2.042 -0.591 5.578

LUMO level (alpha / beta) ... -2.6 / -2.9 eV
Total charge ... +1
Energy relative to the best compared isomer or geometry (same formula, charge and spin) ... 3.8 kJ/mol

---

(3)
ORCA calculation (wB97M-V/def2-TZVPD) on a structure of composition C31H35F9FeN4OP2 in a non-equilibrium geometry.

Geometry (Å):
Fe 2.232 2.520 2.426
C 0.428 -1.873 3.997
C 1.139 -1.417 2.959
C 0.671 -1.304 1.573
C -0.066 0.017 1.066
C -1.060 0.696 1.970
C -1.787 0.127 2.938
C -1.916 -1.353 3.075
C -1.061 -2.021 4.161
C 0.778 3.699 3.331
H 0.998 -2.313 4.817
H 2.153 -1.044 3.081
H 0.012 -2.169 1.420
H 1.550 -1.431 0.921
H 0.731 0.684 0.634
H -0.681 -0.271 0.187
H -1.164 1.770 1.753
H -2.306 0.695 3.723
H -1.674 -1.774 2.097
H -2.972 -1.497 3.344
H -1.344 -1.636 5.161
H -1.282 -3.107 4.171
H 0.160 3.042 3.878
H 0.242 4.359 2.618
H 1.456 4.391 3.864
P -1.065 1.299 -2.837
P 1.476 -1.042 -2.747
N -2.792 1.180 -2.832
N -1.070 2.529 -4.116
N 0.660 -2.604 -2.613
N 2.824 -1.699 -3.661
C -0.943 -0.150 -4.055
C 0.532 -0.495 -4.342
C -3.551 1.596 -1.736
C -4.899 1.505 -2.066
C -4.971 1.037 -3.419
C -3.674 0.834 -3.848
C -0.425 3.754 -3.945
C -0.502 4.477 -5.132
C -1.215 3.666 -6.077
C -1.581 2.508 -5.411
C 0.298 -3.091 -1.348
C -0.589 -4.147 -1.489
C -0.789 -4.341 -2.886
C -0.017 -3.393 -3.545
C 2.953 -2.804 -4.507
C 4.254 -2.880 -4.987
C 4.936 -1.708 -4.513
C 4.039 -1.004 -3.736
H -1.367 0.053 -5.058
H -1.511 -0.988 -3.581
H 0.621 -1.277 -5.135
H 1.095 0.408 -4.670
H -3.072 1.875 -0.816
H -5.756 1.774 -1.451
H -5.850 0.854 -4.034
H -3.321 0.435 -4.787
H 0.047 3.993 -3.009
H -0.112 5.468 -5.327
H -1.428 3.865 -7.125
H -2.154 1.673 -5.777
H 0.712 -2.661 -0.457
H -1.036 -4.738 -0.695
H -1.423 -5.071 -3.380
H 0.108 -3.231 -4.598
H 2.119 -3.443 -4.699
H 4.650 -3.673 -5.603
H 5.968 -1.459 -4.721
H 4.139 -0.059 -3.235
F -0.203 2.731 6.911
C -0.107 1.382 6.887
F -0.214 0.969 8.184
F -1.190 0.890 6.217
C 1.286 0.919 6.098
O 1.275 1.039 4.841
C 2.506 1.846 6.760
F 2.194 2.253 8.040
F 3.661 1.126 6.814
F 2.729 2.938 6.014
C 1.576 -0.592 6.869
F 2.146 -0.513 8.093
F 0.409 -1.262 7.041
F 2.371 -1.336 6.072

Spin multiplicity ... 5
LUMO level (alpha / beta) ... -2.8 / -3.3 eV